[1]
Below is a structure of composition C43H52BN11P2Ru at a distorted geometry, with properties calculated with ωB97M-V/def2-TZVPD.

```
110
Properties=species:S:1:pos:R:3
Ru 0.177 0.251 0.279
C -2.159 3.175 0.202
C -2.616 1.895 -0.399
C -3.866 1.638 -0.971
C -3.843 0.309 -1.307
N -2.634 -0.200 -0.989
N -1.873 0.778 -0.417
B -2.243 -1.660 -0.699
N -0.871 -2.026 -1.316
C -0.573 -3.178 -1.939
C 0.791 -3.310 -2.015
C 1.310 -2.185 -1.385
C 2.755 -1.928 -1.167
N 0.289 -1.392 -0.971
N -2.113 -1.796 0.824
C -2.951 -2.310 1.748
C -2.339 -2.276 2.971
C -1.093 -1.687 2.746
C -0.016 -1.539 3.762
N -0.973 -1.357 1.443
N -3.284 -2.649 -1.330
C -3.866 -3.848 -0.801
C -4.665 -4.380 -1.736
C -4.545 -3.491 -2.850
C -5.195 -3.577 -4.150
N -3.659 -2.446 -2.536
H -2.570 4.023 -0.344
H -1.077 3.249 0.209
H -2.530 3.241 1.228
H -4.679 2.336 -1.092
H -4.621 -0.291 -1.749
H -1.336 -3.853 -2.292
H 1.351 -4.122 -2.452
H 3.338 -2.652 -1.732
H 3.022 -2.042 -0.114
H 3.042 -0.940 -1.493
H -3.944 -2.642 1.494
H -2.726 -2.629 3.913
H -0.430 -1.682 4.758
H 0.444 -0.564 3.731
H 0.750 -2.301 3.609
H -3.616 -4.214 0.182
H -5.269 -5.274 -1.678
H -5.912 -4.393 -4.187
H -4.441 -3.728 -4.937
H -5.687 -2.628 -4.396
C 2.681 -0.103 2.333
N 2.382 1.274 1.810
P 0.768 1.903 2.109
C 1.139 3.713 2.150
C 0.131 4.668 2.070
C 0.434 6.014 2.229
C 1.732 6.408 2.512
C 2.732 5.450 2.622
C 2.440 4.106 2.448
C 0.419 1.724 3.878
C 1.441 1.679 4.821
C 1.117 1.662 6.169
C -0.210 1.745 6.572
C -1.224 1.814 5.628
C -0.913 1.805 4.276
P 2.435 1.247 0.063
C 2.134 2.898 -0.586
C 0.927 3.148 -1.242
C 0.655 4.409 -1.752
C 1.608 5.411 -1.643
C 2.839 5.148 -1.049
C 3.108 3.898 -0.523
C 4.190 1.015 -0.297
C 5.152 1.172 0.697
C 6.494 1.232 0.342
C 6.874 1.137 -0.988
C 5.912 0.983 -1.982
C 4.574 0.921 -1.639
H 2.663 -0.096 3.417
H 3.676 -0.397 2.012
H 1.983 -0.872 1.988
H -0.898 4.384 1.909
H -0.351 6.756 2.147
H 1.960 7.454 2.672
H 3.744 5.749 2.865
H 3.229 3.373 2.547
H 2.481 1.694 4.519
H 1.908 1.614 6.907
H -0.450 1.782 7.626
H -2.257 1.885 5.945
H -1.708 1.862 3.537
H 0.217 2.341 -1.381
H -0.296 4.614 -2.230
H 1.406 6.396 -2.046
H 3.592 5.924 -0.993
H 4.069 3.704 -0.061
H 4.874 1.271 1.738
H 7.241 1.369 1.114
H 7.923 1.186 -1.253
H 6.211 0.925 -3.021
H 3.823 0.818 -2.416
N 0.203 1.349 -6.780
C -0.911 1.469 -5.763
C -0.414 1.780 -4.340
N -0.117 0.669 -3.435
H -0.171 1.192 -7.719
H 0.841 0.579 -6.575
H 0.758 2.206 -6.820
H -1.479 0.543 -5.788
H -1.553 2.274 -6.116
H -1.199 2.373 -3.873
H 0.472 2.421 -4.396
H 0.653 0.084 -3.737
H -0.929 0.079 -3.289
```

E_LUMO (spin up / spin down): -10.8 / -13.0 eV
strongest force on any atom: 1.34 eV/Å
gap between HOMO and LUMO (spin up / spin down): 0.2373 / 0.1541 Ha
multiplicity: 5
E_HOMO (spin up / spin down): -17.21 / -17.21 eV
expectation value of S²: 6.03
total charge: +4



[2]
Below is the molecule C4H8N2O at a distorted geometry, with properties calculated with ωB97M-V/def2-TZVPD.

```
15
Properties=species:S:1:pos:R:3
C 1.872 -0.219 -0.669
N 0.764 -0.254 0.290
C -0.578 -0.109 -0.261
C -0.648 1.000 -1.246
N -0.537 1.826 -2.051
C -1.545 0.061 0.918
O -1.451 -1.027 1.798
H 2.537 0.616 -0.430
H 2.444 -1.151 -0.646
H 1.503 -0.046 -1.690
H 0.895 0.472 0.988
H -0.853 -1.026 -0.797
H -2.572 0.114 0.551
H -1.317 1.020 1.415
H -0.514 -1.277 1.831
```

energy above the lowest of the compared OMol25 structures with the same formula, charge and spin: 44.3 kcal per mole
E_LUMO: 0.8 eV
strongest force on any atom: 1.21 eV/Å
gap between HOMO and LUMO: 0.4000 Ha
E_HOMO: -10.08 eV
SMILES string: CN[C@H](C#N)CO
total charge: 0



[3]
Below is a structure of composition C38H41ClN3O2P2S4SbTc at a distorted geometry, with properties calculated with ωB97M-V/def2-TZVPD.

```
93
Properties=species:S:1:pos:R:3
Tc -0.266 -0.978 -1.356
C 2.139 -2.149 0.371
C 1.396 -3.242 -0.378
N 0.980 -2.700 -1.685
C 2.064 -2.453 -2.678
C 1.705 -1.242 -3.535
N 1.158 -0.117 -2.716
C 2.194 0.689 -2.047
C 2.739 -0.065 -0.850
N 1.667 -0.826 -0.128
H 1.959 -2.230 1.442
H 3.214 -2.233 0.221
H 2.008 -4.140 -0.486
H 0.483 -3.522 0.148
H 0.347 -3.388 -2.080
H 3.003 -2.323 -2.150
H 2.184 -3.317 -3.331
H 2.580 -0.913 -4.098
H 0.930 -1.527 -4.241
H 0.664 0.487 -3.367
H 3.012 0.924 -2.732
H 1.733 1.625 -1.744
H 3.521 -0.753 -1.155
H 3.189 0.648 -0.158
H 1.458 -0.272 0.697
S -3.062 0.315 -3.535
Sb -5.323 0.597 -3.567
S -2.603 -0.045 -1.638
S -4.012 -1.422 -1.199
S -5.592 -0.149 -1.247
C 0.237 1.262 1.862
P -0.667 1.049 0.247
C -0.531 2.652 -0.609
C 0.637 3.403 -0.470
C 0.784 4.616 -1.130
C -0.232 5.093 -1.943
C -1.397 4.353 -2.094
C -1.547 3.141 -1.436
C -2.308 1.006 1.054
C -3.095 2.141 1.239
C -4.274 2.046 1.966
C -4.668 0.831 2.511
C -3.877 -0.300 2.342
C -2.699 -0.211 1.615
P 2.077 1.550 2.103
C 2.048 2.949 3.278
C 1.176 4.027 3.133
C 1.226 5.090 4.023
C 2.157 5.095 5.051
C 3.040 4.035 5.187
C 2.998 2.970 4.299
C 2.508 0.132 3.166
C 3.707 -0.529 2.906
C 4.118 -1.584 3.712
C 3.327 -1.985 4.778
C 2.131 -1.327 5.047
C 1.722 -0.271 4.249
H -0.048 0.365 2.418
H -0.296 2.098 2.321
H 1.446 3.046 0.155
H 1.692 5.189 -0.999
H -0.120 6.039 -2.455
H -2.201 4.725 -2.714
H -2.475 2.600 -1.548
H -2.786 3.100 0.845
H -4.882 2.927 2.124
H -5.586 0.766 3.080
H -4.176 -1.243 2.780
H -2.079 -1.094 1.481
H 0.447 4.056 2.331
H 0.534 5.915 3.914
H 2.200 5.929 5.738
H 3.763 4.030 5.991
H 3.700 2.154 4.411
H 4.338 -0.196 2.088
H 5.058 -2.082 3.515
H 3.648 -2.802 5.410
H 1.528 -1.628 5.893
H 0.809 0.259 4.496
Cl -4.181 -6.593 -6.527
C -3.523 -5.506 -5.382
C -3.253 -5.947 -4.090
C -2.713 -5.071 -3.169
C -2.421 -3.757 -3.539
C -2.694 -3.324 -4.841
C -3.258 -4.190 -5.755
C -1.762 -2.864 -2.586
O -1.800 -3.010 -1.341
O -1.058 -1.864 -3.040
H -3.468 -6.970 -3.816
H -2.507 -5.402 -2.159
H -2.465 -2.308 -5.132
H -3.481 -3.861 -6.761
```

energy above the lowest of the compared OMol25 structures with the same formula, charge and spin: 0.0 kcal per mole
E_LUMO: -11.1 eV
strongest force on any atom: 2.56 eV/Å
gap between HOMO and LUMO: 0.1296 Ha
E_HOMO: -14.64 eV
total charge: +3